No. 1
Entry from the Open Molecules 2025 dataset: 7 unconnected molecules or ions with the total composition C39H38N7O12 in a non-equilibrium geometry (ωB97M-V with the def2-TZVPD basis set).

Element x y z (Å)
C -0.35111 -0.54269 0.54392
C -1.26646 0.38832 0.80393
C -2.45783 0.55678 -0.11139
N -3.53033 -0.31609 0.47856
H 0.17926 -1.01491 1.36234
H -0.09998 -0.80433 -0.47893
H -1.20020 1.03371 1.67664
H -2.77384 1.59640 -0.13353
H -2.15490 0.18305 -1.08815
H -3.49809 -0.18847 1.49316
H -4.46234 -0.11020 0.12192
H -3.30160 -1.30485 0.30469
C 4.58314 0.61577 -3.80474
C 4.11703 -0.12695 -4.88167
C 2.98044 -0.90744 -4.74707
C 2.32773 -0.92211 -3.52719
C 2.77838 -0.19350 -2.44024
C 3.91759 0.57972 -2.58572
N 1.11040 -1.73283 -3.39178
O 0.74551 -2.38031 -4.34425
O 0.51837 -1.71214 -2.31954
H 5.46982 1.22484 -3.91858
H 4.64136 -0.09222 -5.82628
H 2.60767 -1.49014 -5.57594
H 2.25346 -0.22803 -1.49782
H 4.28584 1.15646 -1.74855
C -2.88644 4.28494 1.07077
C -3.11031 3.50069 2.19404
C -2.88798 4.01480 3.46087
C -2.44062 5.31698 3.56805
C -2.20768 6.11654 2.46405
C -2.43448 5.59114 1.20176
N -2.19785 5.87418 4.91266
O -2.37627 5.14680 5.86361
O -1.80402 7.02229 4.97443
H -3.06663 3.88485 0.08008
H -3.46465 2.48312 2.09075
H -3.05813 3.41812 4.34483
H -1.85471 7.12961 2.58827
H -2.25895 6.19945 0.32571
C -2.19559 -7.19621 0.76445
C -3.56146 -7.39620 0.60977
C -4.38480 -6.33715 0.26900
C -3.81289 -5.08912 0.08834
C -2.45460 -4.86646 0.24068
C -1.64387 -5.93407 0.58306
N -4.68164 -3.97446 -0.28883
O -5.86438 -4.18609 -0.41011
O -4.18561 -2.85805 -0.44282
H -1.55672 -8.02909 1.02483
H -3.98631 -8.37989 0.75087
H -5.44751 -6.48032 0.14388
H -2.03338 -3.88389 0.08986
H -0.58037 -5.78354 0.70350
C 7.35948 -4.87665 -8.65559
C 6.44683 -3.94611 -9.13491
C 6.38167 -2.68246 -8.57117
C 7.24196 -2.37695 -7.53271
C 8.15522 -3.28841 -7.03609
C 8.20897 -4.54937 -7.60688
N 7.19211 -1.03015 -6.94118
O 6.36558 -0.24904 -7.37747
O 7.97394 -0.77111 -6.05198
H 7.41041 -5.86036 -9.10272
H 5.78678 -4.20291 -9.95174
H 5.67889 -1.94804 -8.93451
H 8.81158 -3.01834 -6.22273
H 8.91781 -5.27580 -7.23460
C 1.32417 6.35710 4.65051
C 1.61259 5.83714 3.39448
C 2.92401 5.59203 3.02275
C 3.92953 5.87272 3.92772
C 3.66971 6.39705 5.18011
C 2.35284 6.63972 5.53935
N 5.32580 5.59131 3.54437
O 5.52271 5.14546 2.43130
O 6.19014 5.81636 4.36341
H 0.29332 6.53564 4.92864
H 0.81073 5.61910 2.70036
H 3.16278 5.18916 2.05019
H 4.47976 6.60887 5.86166
H 2.12924 7.04669 6.51569
C -6.15359 -3.45609 3.47912
C -6.01349 -2.51571 2.46572
C -5.74503 -1.19774 2.78088
C -5.60167 -0.83489 4.10464
C -5.75437 -1.74494 5.13188
C -6.03525 -3.06613 4.80822
N -5.24745 0.56347 4.40513
O -5.09262 1.31611 3.45216
O -5.09713 0.87653 5.55898
H -6.35657 -4.48996 3.23395
H -6.10599 -2.79574 1.42690
H -5.64067 -0.45502 2.00659
H -5.64543 -1.43500 6.16074
H -6.15073 -3.79434 5.59864

Spin multiplicity: 1
DFT total energy in Eh: -2794.30199
Lowest unoccupied orbital energy in eV: -3.69
Orbital gap in eV: 7.7
Charge: +1

***

No. 2
Entry from the Open Molecules 2025 dataset: a molecular structure, C39H39BBrF4HfN3OS4Sb2 (ωB97M-V with the def2-TZVPD basis set).

Element x y z (Å)
Hf -1.55773 -0.41424 0.28701
O 5.28998 -3.29994 5.76267
C 4.23132 -3.31208 5.21617
S 4.01310 -3.89500 3.54919
C 2.30790 -3.57963 3.38398
C 1.66072 -2.93906 4.60581
S 0.10398 -2.53168 4.68037
S 2.75635 -2.63078 5.92507
S 1.49335 -3.92008 2.03951
Br 4.44456 0.68202 4.78915
C 2.73967 0.65625 3.96517
C 1.76754 1.55505 4.36224
C 0.52726 1.56076 3.74227
C 0.22195 0.65036 2.72202
C 1.22450 -0.25965 2.35787
C 2.47222 -0.25196 2.95248
N -1.01762 0.60614 2.06577
C -2.12593 1.15650 2.75063
C -3.36166 0.85487 2.29296
C -4.56436 1.13860 3.04399
C -5.73595 0.57671 2.70065
C -5.78834 -0.29505 1.55563
C -4.67882 -0.48068 0.81843
N -3.45482 0.09957 1.10550
H 1.97897 2.26915 5.14721
H -0.19141 2.30078 4.05893
H 1.01125 -1.02626 1.62181
H 3.22602 -0.96697 2.64393
H -1.98659 1.68275 3.67849
H -4.46620 1.77807 3.91233
H -6.62860 0.75996 3.28429
H -6.71106 -0.77332 1.26090
H -4.69600 -1.10765 -0.06154
C 4.34891 1.26463 -0.50560
Sb 2.51921 2.19933 0.10065
C 3.37060 3.26170 1.75901
C 2.72611 3.92323 -1.19071
C 2.39793 3.65691 -2.62113
C 3.44368 3.54072 -3.53967
C 3.21130 3.33420 -4.88771
C 1.90789 3.26682 -5.35454
C 0.85974 3.36938 -4.45755
C 1.07581 3.53034 -3.08867
C -0.11668 3.57696 -2.18063
Sb -1.05900 1.66339 -1.84490
C -3.05103 2.39347 -2.02289
C -0.78542 0.71761 -3.71870
H 5.19484 1.91177 -0.27303
H 4.32906 1.07670 -1.57986
H 4.46966 0.31589 0.01643
H 3.97430 4.08407 1.37397
H 4.00908 2.59323 2.33308
H 2.59420 3.65216 2.41514
H 3.75870 4.26507 -1.10219
H 2.09553 4.69832 -0.74955
H 4.46228 3.63415 -3.17986
H 4.04490 3.25005 -5.57342
H 1.70541 3.14008 -6.41032
H -0.15876 3.32591 -4.82641
H -0.93235 4.11481 -2.67089
H 0.05834 4.06017 -1.22244
H -3.25858 2.60612 -3.07136
H -3.13758 3.31019 -1.43994
H -3.76937 1.66444 -1.65711
H -1.38822 1.23442 -4.46435
H -1.12024 -0.31205 -3.63414
H 0.26249 0.74306 -4.00404
C 1.63943 -1.92677 -3.63987
C 2.07362 -1.25971 -2.50711
C 1.38663 -1.39712 -1.30766
C 0.23890 -2.19498 -1.22895
C -0.21551 -2.83602 -2.38863
C 0.49131 -2.70752 -3.57204
N -0.46670 -2.19517 -0.00685
C -1.28908 -3.23883 0.43479
C -1.28423 -4.55549 -0.03770
C -2.16317 -5.47913 0.49904
C -3.06530 -5.13497 1.49948
C -3.05387 -3.84572 2.00131
C -2.15596 -2.91966 1.48563
H 2.17771 -1.83057 -4.57387
H 2.96025 -0.63836 -2.54651
H 1.75106 -0.89609 -0.41787
H -1.14401 -3.38827 -2.37704
H 0.12259 -3.20643 -4.45964
H -0.59076 -4.85884 -0.80881
H -2.14440 -6.49690 0.12849
H -3.74946 -5.87369 1.89450
H -3.71590 -3.55538 2.80629
H -2.08590 -1.97388 2.03600
F -2.62143 -0.91036 -1.43981
B -3.75560 -1.51519 -2.46372
F -4.22540 -2.59628 -1.79041
F -3.03618 -1.79875 -3.58169
F -4.62691 -0.48070 -2.58490

Spin multiplicity: 1
DFT total energy in Eh: -6868.90737
Lowest unoccupied orbital energy in eV: -2.17
Orbital gap in eV: 4.2